1.
DFT (wB97M-V/def2-TZVPD) results for a 3-piece molecular cluster, C2H10NO2S overall at a distorted geometry.

Geometry as XYZ:
```
16
Properties=species:S:1:pos:R:3:forces:R:3:lowdin_charge:R:1
C 0.53333 -1.33578 -1.08171 2.1 -0.4 1.7 -0.436
C -0.65403 -1.04321 -1.91480 3.2 0.1 -4.9 -0.716
S -0.31617 0.62216 -2.69544 -0.5 0.0 -0.3 0.062
N 0.94260 -0.22094 -0.20335 0.1 0.2 2.1 -0.098
H 1.49855 -1.69486 -1.66391 -2.1 1.1 0.7 0.133
H 0.37663 -2.17088 -0.38506 -0.2 -0.2 0.0 0.075
H -1.65106 -0.99222 -1.65362 -1.8 -0.5 1.6 -0.016
H -0.49806 -1.78967 -2.78057 -1.0 0.8 1.1 0.051
H 0.17113 0.36222 0.12622 -0.5 -0.8 -0.4 0.049
H 1.47131 0.52984 -0.59562 0.5 -0.2 -1.3 0.019
H 1.68579 0.08418 1.72585 1.0 0.4 -1.0 -0.027
H 1.47698 -0.66241 2.85254 1.6 0.6 0.5 0.044
O 2.20633 -0.04859 2.54560 -2.4 -1.2 0.3 -0.135
H -2.54450 2.53957 2.65833 1.5 3.4 -2.5 0.129
H -2.47175 2.56930 1.19719 0.6 1.2 -0.4 0.027
O -2.22706 3.25130 1.86837 -2.1 -4.6 2.8 -0.161
```
Positions in Å, forces in eV/Å.

Energy relative to the best compared isomer or geometry (same formula, charge and spin) ... 48.7 kcal/mol
LUMO energy ... 3.0 eV
Total charge ... -1
Highest occupied orbital energy ... -2.53 eV
M ... 112.2 g mol⁻¹


2.
DFT (wB97M-V/def2-TZVPD) results for a 3-piece molecular cluster, C2H10NO2S overall at a distorted geometry.

Geometry as XYZ:
```
16
Properties=species:S:1:pos:R:3:forces:R:3:lowdin_charge:R:1
C 1.69609 -0.57965 -1.03374 0.2 0.4 -2.9 -0.415
C 0.40418 -1.33464 -0.78089 -1.8 0.1 -1.6 -0.630
S -1.11399 -0.33539 -1.36801 0.7 0.1 0.0 0.215
N 1.56934 0.76192 -0.47458 0.5 0.0 1.2 -0.076
H 1.61798 -0.43526 -2.17147 1.0 -0.6 1.0 0.086
H 2.73322 -1.00623 -0.71698 -2.0 0.3 -0.4 0.119
H 0.33508 -1.44804 0.23462 -0.5 -0.4 2.8 -0.003
H 0.05661 -2.27795 -1.26345 1.7 0.4 0.1 0.023
H 0.87073 1.32813 -0.95131 0.3 -0.3 0.0 0.008
H 2.47691 1.20179 -0.38458 -0.3 0.2 -0.2 0.044
H -1.24979 1.40549 2.53403 1.5 1.4 -0.5 0.045
H -0.25942 1.56598 1.39919 0.0 0.7 1.0 0.017
O -0.49098 2.02230 2.25666 -1.5 -2.2 -0.6 -0.148
H -3.43595 -0.75549 1.03166 -2.2 -1.9 -0.4 -0.045
H -2.45654 0.09844 0.38020 0.6 -0.5 1.3 -0.082
O -2.75345 -0.21143 1.30867 1.9 2.4 -0.6 -0.159
```
Positions in Å, forces in eV/Å.

Energy relative to the best compared isomer or geometry (same formula, charge and spin) ... 23.5 kcal/mol
LUMO energy ... 4.0 eV
Total charge ... -1
Highest occupied orbital energy ... -3.03 eV
M ... 112.2 g mol⁻¹


3.
DFT (wB97M-V/def2-TZVPD) results for a 3-piece molecular cluster, C2H10NO3 overall at a distorted geometry.

Geometry as XYZ:
```
16
Properties=species:S:1:pos:R:3:forces:R:3:lowdin_charge:R:1
O 1.52224 -1.66287 1.50678 0.6 1.4 -0.8 0.046
C 1.94569 -0.52387 1.39693 -2.2 -0.9 1.0 -0.138
C 1.12001 0.48536 0.42958 1.0 -1.0 1.5 -0.068
N -0.16651 -0.18727 0.03508 0.6 1.4 1.5 0.143
H 2.61369 -0.17813 2.23943 0.0 0.3 -1.4 0.150
H 0.87263 1.33908 1.06070 0.3 0.2 -0.3 0.126
H 1.65807 0.75560 -0.49660 0.0 0.1 0.8 0.132
H -1.02266 0.41687 0.31236 0.8 -1.4 -0.1 0.131
H -0.10268 -0.05553 -0.95464 -1.0 -1.0 -1.5 0.056
H -0.13804 -1.17403 0.36802 -0.2 0.5 -0.3 0.161
H 0.19771 0.64682 -3.03878 -0.1 -0.1 -0.8 0.070
H -1.19926 -0.12104 -3.16435 0.2 -0.1 -0.5 0.078
O -0.60176 0.36391 -2.59530 0.1 0.3 1.0 -0.019
H -2.80636 1.71199 -0.50098 -0.1 -0.8 0.8 0.091
H -3.47661 0.81059 0.64221 0.9 0.4 -0.7 0.099
O -2.64862 0.97267 0.12953 -0.8 0.5 -0.1 -0.059
```
Positions in Å, forces in eV/Å.

Energy relative to the best compared isomer or geometry (same formula, charge and spin) ... 19.2 kcal/mol
LUMO energy ... -3.3 eV
Total charge ... +1
Highest occupied orbital energy ... -14.62 eV
M ... 96.1 g mol⁻¹


4.
DFT (wB97M-V/def2-TZVPD) results for a 2-piece molecular cluster, C2H10NOS2 overall at a distorted geometry.

Geometry as XYZ:
```
16
Properties=species:S:1:pos:R:3:forces:R:3:lowdin_charge:R:1
N 0.68507 0.58606 -0.19136 0.9 0.7 0.1 0.113
C -0.31056 1.39261 0.65093 0.4 -0.9 -0.5 -0.169
C -1.73546 0.81210 0.57820 0.9 0.3 -0.5 -0.546
S -1.79713 -0.95316 0.22528 -0.1 -0.3 0.4 0.518
S -1.69847 -0.70797 -1.84771 0.0 0.4 -0.2 0.424
H 1.03813 -0.26788 0.27137 -0.2 0.0 -0.2 0.111
H 1.49620 1.20240 -0.30884 0.1 -0.3 0.1 0.166
H 0.40600 0.33387 -1.15288 -0.5 -0.1 0.4 0.075
H -0.25090 2.40610 0.25166 -0.2 0.0 0.3 0.132
H 0.12542 1.33330 1.64813 -0.2 0.2 0.0 0.132
H -2.21987 1.04192 1.51414 -0.4 -0.1 0.2 0.086
H -2.24780 1.29786 -0.23929 -0.5 0.3 0.0 0.054
H -1.86720 -1.98938 -2.16006 0.0 -0.3 0.0 -0.160
H 2.54805 -2.51396 0.91410 0.0 -0.1 0.1 0.056
H 3.33380 -2.04519 -0.30696 -0.1 0.0 0.0 0.058
O 2.49474 -1.92867 0.15330 -0.1 0.3 0.0 -0.048
```
Positions in Å, forces in eV/Å.

Energy relative to the best compared isomer or geometry (same formula, charge and spin) ... 10.1 kcal/mol
LUMO energy ... -3.3 eV
Total charge ... +1
Highest occupied orbital energy ... -12.37 eV
M ... 128.2 g mol⁻¹


5.
DFT (wB97M-V/def2-TZVPD) results for a 2-piece molecular cluster, C2H10NS overall at a distorted geometry.

Geometry as XYZ:
```
14
Properties=species:S:1:pos:R:3:forces:R:3:lowdin_charge:R:1
N 0.93593 1.19771 -2.16742 0.2 0.6 0.2 0.296
H 1.85320 1.45086 -1.81453 0.4 0.3 -0.3 0.150
H 0.39324 2.04197 -2.35598 0.0 0.0 0.1 0.159
H 1.02547 0.67980 -3.03932 0.0 -0.4 0.1 0.158
H 0.50664 0.67000 -1.37955 -0.6 -0.7 -0.3 -0.008
C -1.44768 -1.63960 0.84992 0.1 -1.7 -0.6 -0.427
S -0.77814 -0.14210 0.17407 0.8 0.8 1.3 0.764
C 0.40508 0.34757 1.55036 -1.0 1.1 -1.1 -0.323
H -1.73657 -2.21696 -0.03232 -0.5 0.1 0.2 0.037
H -2.27141 -1.55791 1.55125 -0.1 0.5 -0.2 0.053
H -0.70663 -2.30145 1.30226 0.3 0.4 0.1 0.051
H 1.36156 0.58228 1.08914 0.3 -0.7 0.3 0.017
H 0.10114 1.30925 1.96511 -0.4 -0.2 0.2 0.035
H 0.35814 -0.42142 2.30702 0.5 -0.1 0.0 0.039
```
Positions in Å, forces in eV/Å.

Energy relative to the best compared isomer or geometry (same formula, charge and spin) ... 11.2 kcal/mol
LUMO energy ... -4.0 eV
Total charge ... +1
Highest occupied orbital energy ... -12.75 eV
M ... 80.2 g mol⁻¹


6.
DFT (wB97M-V/def2-TZVPD) results for a 2-piece molecular cluster, C2H10NS2 overall at a distorted geometry.

Geometry as XYZ:
```
15
Properties=species:S:1:pos:R:3:forces:R:3:lowdin_charge:R:1
C -1.84243 1.15956 0.53544 0.0 -0.8 0.6 0.018
N -1.74129 0.07287 -0.52038 -0.2 0.9 -0.7 0.133
H -2.41012 1.98902 0.13087 0.1 0.1 -0.1 0.118
H -2.36004 0.73042 1.39401 0.0 0.1 -0.1 0.117
H -0.83667 1.42771 0.83876 0.0 0.2 -0.1 0.076
H -1.25454 0.45136 -1.33618 -0.1 0.1 -0.1 0.123
H -2.67850 -0.15286 -0.87309 0.1 -0.4 0.2 0.186
H -1.21881 -0.76394 -0.25329 -0.5 0.0 0.3 0.133
C 2.20239 -0.60261 0.95759 0.4 0.5 -0.2 -0.319
S 1.69638 0.35111 -0.49379 -0.5 -0.6 -0.1 0.675
S 1.18117 -0.96792 -1.94434 0.7 0.7 -0.1 0.595
H 1.28291 -0.94298 1.43809 0.0 -0.1 -0.1 0.068
H 2.68532 0.14623 1.58637 0.1 -0.1 0.1 0.072
H 2.87992 -1.41397 0.71539 0.0 -0.1 0.0 0.075
H 2.41432 -1.48399 -2.17543 -0.1 -0.4 0.3 -0.071
```
Positions in Å, forces in eV/Å.

Energy relative to the best compared isomer or geometry (same formula, charge and spin) ... 29.5 kcal/mol
LUMO energy (spin up / spin down) ... -8.6 / -12.7 eV
Total charge ... +2
Highest occupied orbital energy (spin up / spin down) ... -19.73 / -19.82 eV
2S+1 ... 2
Expectation value of S² ... 0.76
M ... 112.2 g mol⁻¹


7.
DFT (wB97M-V/def2-TZVPD) results for a 3-piece molecular cluster, C2H10O2 overall at a distorted geometry.

Geometry as XYZ:
```
14
Properties=species:S:1:pos:R:3:forces:R:3:lowdin_charge:R:1
C 1.54798 1.15113 -0.34244 -0.2 -0.9 0.5 -0.170
C 1.58782 -0.14625 -1.13361 0.3 0.0 -0.3 -0.178
H 0.53867 1.55858 -0.35501 0.2 0.4 -0.1 0.064
H 2.31130 1.82085 -0.71481 -0.1 0.5 -0.1 0.057
H 1.78747 0.92992 0.69965 0.0 0.2 0.1 0.056
H 1.31227 0.03775 -2.16527 -0.1 0.0 -0.3 0.058
H 2.59705 -0.55374 -1.14343 0.1 -0.1 0.0 0.059
H 0.92187 -0.91423 -0.75665 -0.2 0.0 0.2 0.055
O -1.45476 -0.32535 2.28579 0.1 0.1 0.6 -0.060
H -0.70206 -0.42245 2.89042 -0.2 -0.1 -0.4 0.042
H -2.12257 0.07677 2.85774 0.0 0.0 -0.3 0.041
O -2.74643 -0.68426 -0.83968 -0.1 -0.6 0.3 -0.068
H -2.99464 -1.47910 -1.32543 0.0 0.2 -0.2 0.031
H -2.58395 -1.04962 0.04273 0.2 0.4 0.0 0.014
```
Positions in Å, forces in eV/Å.

Energy relative to the best compared isomer or geometry (same formula, charge and spin) ... 4.8 kcal/mol
SMILES ... CC.O.O
LUMO energy ... 0.6 eV
Highest occupied orbital energy ... -11.23 eV
M ... 66.1 g mol⁻¹


Number 1: E_tot -18655.858 eV. Number 2: E_tot -18656.951 eV. Number 3: E_tot -9861.795 eV. Number 4: E_tot -27437.853 eV. Number 5: E_tot -14554.578 eV. Number 6: E_tot -25377.469 eV. Number 7: E_tot -6331.042 eV.